Record 1
Molecular formula: C2H6N2O2
Method: DFT, ωB97M-V/def2-TZVPD

XYZ file:
```
12
Properties=species:S:1:pos:R:3:nbo_charge:R:1
N -0.247 0.066 -2.536 -0.82
C -0.405 -0.048 -1.153 0.51
O -1.418 0.358 -0.636 -0.59
H 0.286 -0.714 -2.896 0.38
H -1.098 0.275 -3.041 0.39
H 0.415 -0.663 -0.766 0.14
N 0.808 0.901 1.053 -0.85
C 0.956 -0.255 1.769 0.53
O 0.172 -1.163 1.795 -0.58
H 1.303 1.764 1.213 0.39
H 0.040 1.121 0.409 0.41
H 1.904 -0.165 2.330 0.10
```

Charge   0
Multiplicity   1
Electronic energy   -339.79672 hartree
SMILES   NC=O.NC=O
Largest force on an atom   3.636 eV/Å
Molar mass   90.1 Da

---

Record 2
Molecular formula: C18H43FNO6
Method: DFT, ωB97M-V/def2-TZVPD

XYZ file:
```
69
Properties=species:S:1:pos:R:3:nbo_charge:R:1
C -2.757 -1.422 6.751 -0.61
C -3.599 -0.407 5.922 -0.20
C -3.556 1.028 6.518 -0.62
C -3.283 -0.497 4.406 -0.41
C -2.193 0.491 3.908 -0.40
C -1.211 -0.082 2.871 0.01
N -0.331 -1.072 3.549 -0.86
C -0.242 1.036 2.363 -0.39
C 0.435 1.859 3.489 -0.45
C 1.209 3.047 2.806 0.06
F 1.158 2.938 1.408 -0.39
C -1.871 -0.684 1.592 0.74
O -1.179 -0.609 0.539 -0.81
O -2.991 -1.250 1.600 -0.78
H -3.161 -1.504 7.771 0.19
H -2.808 -2.413 6.271 0.21
H -1.712 -1.074 6.740 0.20
H -4.644 -0.756 6.038 0.18
H -4.349 1.107 7.275 0.20
H -3.707 1.797 5.746 0.21
H -2.571 1.188 6.988 0.20
H -3.083 -1.534 4.097 0.22
H -4.214 -0.232 3.876 0.22
H -1.582 0.758 4.792 0.19
H -2.634 1.443 3.565 0.20
H 0.236 -1.492 2.813 0.36
H -0.929 -1.794 3.950 0.35
H -0.858 1.661 1.700 0.22
H 0.555 0.594 1.755 0.23
H -0.310 2.343 4.140 0.20
H 1.144 1.255 4.065 0.21
H 0.822 4.036 3.082 0.15
H 2.270 2.953 3.080 0.15
C 0.431 1.654 -2.834 -0.63
C 1.703 1.244 -2.117 -0.07
O 2.339 2.388 -1.549 -0.73
H 0.652 2.379 -3.622 0.20
H -0.064 0.789 -3.279 0.21
H -0.263 2.136 -2.142 0.21
H 2.404 0.783 -2.815 0.16
H 1.488 0.526 -1.319 0.18
H 1.713 2.779 -0.927 0.47
C 1.633 -1.640 -4.578 -0.64
C 1.887 -0.524 -5.573 -0.06
O 1.635 -0.983 -6.901 -0.73
H 2.271 -2.499 -4.795 0.21
H 1.827 -1.307 -3.557 0.22
H 0.598 -1.986 -4.642 0.21
H 2.926 -0.194 -5.522 0.16
H 1.242 0.336 -5.368 0.17
H 0.714 -1.264 -6.941 0.46
C -3.679 -1.389 -1.685 -0.65
C -3.404 -2.833 -2.040 -0.06
O -2.129 -2.958 -2.672 -0.75
H -3.658 -0.764 -2.584 0.18
H -4.654 -1.280 -1.206 0.20
H -2.929 -1.015 -0.997 0.27
H -4.156 -3.214 -2.734 0.15
H -3.417 -3.457 -1.141 0.16
H -1.472 -2.629 -2.045 0.48
C 6.253 -0.281 -4.799 -0.63
C 6.503 0.836 -5.794 -0.06
O 6.258 0.395 -7.127 -0.72
H 6.892 -1.138 -5.017 0.21
H 6.448 0.053 -3.779 0.22
H 5.219 -0.629 -4.863 0.20
H 7.540 1.168 -5.745 0.17
H 5.857 1.694 -5.582 0.16
H 5.338 0.111 -7.177 0.46
```

Charge   -1
Multiplicity   1
Electronic energy   -1317.71800 hartree
Largest force on an atom   1.843 eV/Å
Molar mass   388.5 Da

---

Record 3
Molecular formula: C39H56BN7O6P2S
Method: DFT, ωB97M-V/def2-TZVPD

XYZ file:
```
112
Properties=species:S:1:pos:R:3:mulliken_charge:R:1
C 3.170 -4.126 0.766 -1.24
C 2.761 -3.233 -0.420 -0.34
C 2.644 -1.724 0.002 -1.67
C 1.277 -1.094 -0.270 -0.08
C 1.173 -0.054 -1.179 -0.11
O 2.322 0.384 -1.863 -0.31
N 2.736 -0.629 -2.832 0.13
O 2.037 -0.656 -3.754 -0.20
C -0.036 0.551 -1.452 0.24
N -0.024 1.596 -2.431 -0.26
C -0.577 1.330 -3.554 1.25
C -0.739 2.473 -4.533 -1.50
C -1.069 -0.022 -4.036 -1.26
C -1.170 0.123 -0.788 -0.13
C -2.510 0.811 -1.071 0.46
C -2.386 2.346 -0.783 -1.60
C -1.120 -0.923 0.125 -1.00
C 0.120 -1.508 0.355 1.51
S 0.138 -2.861 1.517 -0.30
C -1.408 -3.647 1.092 1.26
C -1.548 -5.005 1.060 -0.47
C -2.774 -5.525 0.707 -0.28
P -2.976 -7.337 0.614 0.94
N -3.888 -7.893 1.720 -0.90
O -1.473 -7.949 0.660 -0.56
O -3.512 -7.657 -0.889 -0.56
C -3.872 -4.735 0.406 -0.08
B -5.293 -5.340 -0.007 0.48
N -6.193 -5.995 0.899 -0.54
O -5.627 -5.238 -1.368 -0.67
C -3.683 -3.358 0.450 -0.25
C -4.846 -2.425 0.147 -0.71
C -5.689 -2.314 1.444 0.17
C -7.099 -1.803 1.166 -0.66
O -7.686 -1.341 2.385 -0.52
C -2.446 -2.803 0.776 -1.48
N -2.307 -1.375 0.766 1.27
P -2.627 -0.635 2.340 -0.53
C -1.109 0.075 3.114 -0.33
C -0.643 -0.789 4.317 -1.28
C -3.883 0.727 2.147 -0.45
C -4.706 0.841 3.453 -1.12
H 2.760 -3.765 1.711 0.30
H 4.255 -4.211 0.886 0.35
H 2.790 -5.144 0.627 0.31
H 1.783 -3.548 -0.791 0.31
H 3.518 -3.274 -1.209 0.45
H 2.818 -1.687 1.086 0.62
H 3.415 -1.102 -0.451 0.38
H -1.742 2.907 -4.472 0.30
H 0.040 3.227 -4.391 0.30
H -0.613 2.101 -5.557 0.49
H -0.264 -0.720 -4.271 0.27
H -1.627 0.128 -4.966 0.52
H -1.769 -0.502 -3.351 0.18
H -2.827 0.617 -2.097 0.57
H -3.260 0.439 -0.378 -0.97
H -1.558 2.453 -0.070 0.29
H -2.068 2.902 -1.666 0.27
H -3.298 2.750 -0.341 0.46
H -0.716 -5.660 1.299 0.80
H -4.686 -8.375 1.312 0.31
H -1.035 -7.605 -0.136 0.35
H -3.260 -6.932 -1.481 0.42
H -5.721 -6.417 1.694 0.30
H -6.996 -5.445 1.180 0.26
H -6.337 -4.602 -1.514 0.32
H -4.468 -1.431 -0.095 0.00
H -5.461 -2.798 -0.677 0.45
H -5.195 -1.689 2.193 -0.20
H -5.797 -3.303 1.904 0.46
H -7.728 -2.637 0.816 0.34
H -7.103 -0.998 0.415 0.24
H -8.643 -1.414 2.316 0.32
H -0.293 0.314 2.421 0.42
H -1.417 1.039 3.549 0.53
H -0.762 -1.847 4.089 0.26
H -1.232 -0.508 5.195 0.40
H 0.393 -0.546 4.578 0.37
H -3.328 1.666 1.994 0.52
H -4.491 0.582 1.251 0.47
H -5.700 0.404 3.337 0.27
H -4.737 1.875 3.803 0.36
H -4.197 0.275 4.247 0.27
C 3.089 2.743 -3.401 -0.81
N 4.035 3.492 -2.542 0.09
C 5.272 3.753 -2.993 -0.27
C 6.159 4.479 -2.232 -0.68
C 5.773 4.959 -0.982 0.78
C 4.492 4.652 -0.536 -0.82
C 3.641 3.916 -1.334 -0.11
C 6.681 5.791 -0.154 0.59
C 6.302 7.068 0.248 -0.73
C 7.134 7.814 1.055 -0.11
N 8.312 7.321 1.465 -0.01
C 8.717 6.100 1.075 -0.36
C 7.923 5.320 0.266 -0.60
C 9.180 8.112 2.372 -0.86
H 3.544 1.791 -3.652 0.44
H 2.903 3.334 -4.296 0.47
H 2.160 2.581 -2.859 -0.07
H 5.528 3.378 -3.974 0.51
H 7.143 4.686 -2.633 0.53
H 4.143 4.979 0.434 0.51
H 2.636 3.662 -1.020 0.54
H 5.359 7.496 -0.065 0.51
H 6.865 8.807 1.387 0.40
H 9.679 5.763 1.436 0.49
H 8.273 4.335 -0.012 0.52
H 10.150 8.235 1.898 0.38
H 9.272 7.567 3.309 0.38
H 8.729 9.082 2.552 0.28
```

Charge   +2
Multiplicity   1
Electronic energy   -3459.65503 hartree
Largest force on an atom   2.320 eV/Å
Molar mass   823.7 Da

---

Record 4
Molecular formula: C4H8OS
Method: DFT, ωB97M-V/def2-TZVPD

XYZ file:
```
14
Properties=species:S:1:pos:R:3:nbo_charge:R:1
C -0.186 1.720 -0.533 -0.61
C 0.172 0.722 0.600 -0.48
C 0.883 -0.514 0.044 -0.06
S 2.456 -0.595 -0.305 0.06
C -0.031 -1.732 0.054 -0.16
O -1.306 -1.563 -0.548 -0.69
H 0.750 2.124 -0.974 0.22
H -0.817 1.332 -1.371 0.22
H -0.733 2.611 -0.101 0.22
H 0.888 1.168 1.311 0.24
H -0.731 0.311 1.132 0.19
H 0.543 -2.537 -0.376 0.21
H -0.097 -2.126 1.082 0.19
H -1.791 -0.921 -0.015 0.46
```

Charge   0
Multiplicity   1
Electronic energy   -630.59371 hartree
SMILES   CCC(=S)CO
Largest force on an atom   1.238 eV/Å
Molar mass   104.2 Da

---

Record 5
Molecular formula: C14H32BeN6O7
Method: DFT, ωB97M-V/def2-TZVPD

XYZ file:
```
60
Properties=species:S:1:pos:R:3:nbo_charge:R:1
O 0.736 -4.293 -1.274 -1.13
H -0.002 -4.397 -1.996 0.44
Be 0.589 -2.510 -1.967 1.63
N 1.918 -1.210 -0.872 -0.04
N 0.127 -2.762 0.227 0.03
N -0.326 -0.322 -1.588 -0.09
N -1.414 -2.586 -1.778 -0.15
O 2.673 -0.356 -1.398 -0.35
O 0.299 0.839 -1.699 -0.61
O -1.927 -3.756 -1.545 -0.56
O -0.583 -3.800 0.599 -0.45
C 1.153 -2.420 0.980 0.14
C 2.091 -1.486 0.435 0.24
C -1.643 -0.268 -1.788 0.18
C -2.268 -1.554 -1.839 0.15
C 3.132 -0.779 1.203 -0.69
H 2.799 0.250 1.391 0.27
H 4.059 -0.744 0.618 0.25
H 3.318 -1.271 2.160 0.22
C 1.179 -3.027 2.327 -0.67
H 1.354 -4.113 2.236 0.26
H 0.215 -2.864 2.838 0.24
H 1.978 -2.599 2.932 0.22
C -2.407 1.009 -1.839 -0.69
C -3.747 -1.720 -1.855 -0.68
H -1.706 1.851 -1.876 0.25
H -3.053 1.119 -0.959 0.23
H -3.037 1.037 -2.735 0.23
H -3.987 -2.783 -1.762 0.26
H -4.184 -1.335 -2.788 0.23
H -4.210 -1.178 -1.019 0.22
H 0.496 1.073 -0.707 0.51
H -1.074 -4.040 -0.340 0.53
C 0.997 -1.889 -3.493 -1.36
H 1.900 -2.502 -3.437 0.22
H 0.983 -0.775 -3.356 0.24
H 0.206 -2.490 -3.996 0.21
O 2.651 1.970 -3.051 -0.97
H 1.700 1.931 -3.223 0.48
H 2.894 1.153 -2.575 0.49
C 1.669 3.666 0.457 -0.40
N 0.581 3.431 1.397 -0.44
C 0.263 4.515 2.308 -0.40
C 0.128 2.153 1.466 0.81
O 0.677 1.278 0.752 -0.75
N -0.894 1.755 2.269 -0.44
C -1.697 2.571 3.159 -0.40
C -1.249 0.350 2.160 -0.39
H 1.883 4.736 0.459 0.20
H 1.389 3.352 -0.555 0.23
H 2.575 3.113 0.743 0.21
H -0.770 4.863 2.177 0.20
H 0.427 4.228 3.356 0.20
H 0.935 5.341 2.069 0.22
H -2.487 1.930 3.556 0.22
H -1.106 2.948 4.005 0.20
H -2.165 3.410 2.627 0.20
H -1.610 0.108 1.150 0.21
H -0.385 -0.295 2.368 0.21
H -2.042 0.144 2.884 0.20
```

Charge   0
Multiplicity   1
Electronic energy   -1422.22187 hartree
Largest force on an atom   4.396 eV/Å
Molar mass   405.5 Da

---

Record 6
Molecular formula: C11H20ClIN3O4
Method: DFT, ωB97M-V/def2-TZVPD

XYZ file:
```
40
Properties=species:S:1:pos:R:3:nbo_charge:R:1
N 3.585 -4.003 -2.068 -0.59
N 2.186 -4.286 -1.986 -0.10
C 1.659 -5.540 -1.910 -0.09
C 0.331 -5.351 -1.850 0.08
Cl -0.820 -6.571 -1.734 0.13
N 0.090 -4.033 -1.884 -0.48
I -1.680 -3.032 -1.783 0.50
C 1.258 -3.374 -1.967 0.19
H 4.043 -4.785 -1.611 0.37
H 3.752 -3.212 -1.444 0.42
H 2.230 -6.439 -1.898 0.26
H 1.413 -2.312 -1.995 0.28
O 3.688 -1.430 -0.921 -0.65
C 3.047 -0.507 -0.483 0.84
O 1.812 -0.323 -0.964 -0.53
C 0.809 0.554 -0.405 -0.07
C 0.907 1.985 -0.878 -0.64
C 3.608 0.451 0.534 -0.75
H 0.800 0.481 0.683 0.19
H -0.122 0.119 -0.753 0.21
H 1.837 2.454 -0.555 0.21
H 0.071 2.562 -0.487 0.25
H 0.886 2.025 -1.967 0.22
H 4.195 1.208 0.014 0.26
H 4.262 -0.104 1.202 0.25
H 2.853 0.939 1.145 0.23
O -2.504 1.237 -0.086 -0.61
C -2.971 2.084 0.631 0.81
O -2.133 2.846 1.348 -0.51
C -2.558 3.990 2.104 -0.07
C -3.056 3.603 3.480 -0.64
C -4.461 2.251 0.793 -0.75
H -3.290 4.570 1.542 0.18
H -1.670 4.613 2.196 0.20
H -3.936 2.962 3.425 0.21
H -3.316 4.493 4.053 0.23
H -2.286 3.051 4.018 0.22
H -4.816 1.529 1.526 0.25
H -4.934 2.045 -0.164 0.25
H -4.767 3.249 1.098 0.23
```

Charge   +1
Multiplicity   1
Electronic energy   -1653.99534 hartree
Largest force on an atom   2.448 eV/Å
Molar mass   420.7 Da

---

Which of these has the highest largest force on an atom? C14H32BeN6O7

---

Repeat the fifth record exactly.
Molecular formula: C14H32BeN6O7
Method: DFT, ωB97M-V/def2-TZVPD

XYZ file:
```
60
Properties=species:S:1:pos:R:3:nbo_charge:R:1
O 0.736 -4.293 -1.274 -1.13
H -0.002 -4.397 -1.996 0.44
Be 0.589 -2.510 -1.967 1.63
N 1.918 -1.210 -0.872 -0.04
N 0.127 -2.762 0.227 0.03
N -0.326 -0.322 -1.588 -0.09
N -1.414 -2.586 -1.778 -0.15
O 2.673 -0.356 -1.398 -0.35
O 0.299 0.839 -1.699 -0.61
O -1.927 -3.756 -1.545 -0.56
O -0.583 -3.800 0.599 -0.45
C 1.153 -2.420 0.980 0.14
C 2.091 -1.486 0.435 0.24
C -1.643 -0.268 -1.788 0.18
C -2.268 -1.554 -1.839 0.15
C 3.132 -0.779 1.203 -0.69
H 2.799 0.250 1.391 0.27
H 4.059 -0.744 0.618 0.25
H 3.318 -1.271 2.160 0.22
C 1.179 -3.027 2.327 -0.67
H 1.354 -4.113 2.236 0.26
H 0.215 -2.864 2.838 0.24
H 1.978 -2.599 2.932 0.22
C -2.407 1.009 -1.839 -0.69
C -3.747 -1.720 -1.855 -0.68
H -1.706 1.851 -1.876 0.25
H -3.053 1.119 -0.959 0.23
H -3.037 1.037 -2.735 0.23
H -3.987 -2.783 -1.762 0.26
H -4.184 -1.335 -2.788 0.23
H -4.210 -1.178 -1.019 0.22
H 0.496 1.073 -0.707 0.51
H -1.074 -4.040 -0.340 0.53
C 0.997 -1.889 -3.493 -1.36
H 1.900 -2.502 -3.437 0.22
H 0.983 -0.775 -3.356 0.24
H 0.206 -2.490 -3.996 0.21
O 2.651 1.970 -3.051 -0.97
H 1.700 1.931 -3.223 0.48
H 2.894 1.153 -2.575 0.49
C 1.669 3.666 0.457 -0.40
N 0.581 3.431 1.397 -0.44
C 0.263 4.515 2.308 -0.40
C 0.128 2.153 1.466 0.81
O 0.677 1.278 0.752 -0.75
N -0.894 1.755 2.269 -0.44
C -1.697 2.571 3.159 -0.40
C -1.249 0.350 2.160 -0.39
H 1.883 4.736 0.459 0.20
H 1.389 3.352 -0.555 0.23
H 2.575 3.113 0.743 0.21
H -0.770 4.863 2.177 0.20
H 0.427 4.228 3.356 0.20
H 0.935 5.341 2.069 0.22
H -2.487 1.930 3.556 0.22
H -1.106 2.948 4.005 0.20
H -2.165 3.410 2.627 0.20
H -1.610 0.108 1.150 0.21
H -0.385 -0.295 2.368 0.21
H -2.042 0.144 2.884 0.20
```

Charge   0
Multiplicity   1
Electronic energy   -1422.22187 hartree
Largest force on an atom   4.396 eV/Å
Molar mass   405.5 Da

---

Number 5 is which compound? C14H32BeN6O7